No. 1
DFT (the ωB97M-V functional and the def2-TZVPD basis) results for a 3-piece molecular cluster, C4H13NO2 overall.

Each line ends with the Löwdin spin population.
Element x y z (Å)
O: -2.582 -0.900 -0.350  0.11
O: 3.282 0.444 0.133  0.00
N: 1.068 -1.277 0.326  0.01
C: 0.569 -0.474 -0.729  0.02
C: -1.080 1.151 0.422  0.07
C: -1.930 -0.066 0.617  0.00
C: 0.281 0.950 -0.204  0.04
H: 4.115 0.087 0.452  0.00
H: 0.577 1.596 -1.037  0.01
H: -0.970 1.669 1.390  0.00
H: -1.538 1.059 -2.013  0.63
H: -2.725 0.400 1.316  0.00
H: -1.676 1.857 -0.269  0.04
H: -1.223 -0.751 1.129  0.00
H: 2.013 -0.736 0.647  0.00
H: 0.987 1.319 0.662  0.00
H: -2.086 0.042 -0.878  0.06
H: 1.293 -2.235 0.082  0.00
H: 1.424 -0.257 -1.478  0.00
H: -0.306 -0.829 -1.194  0.01

Cartesian forces (eV/Å) of the 3 atoms listed first:
2.47 5.44 -3.10
-0.23 -0.19 0.27
1.53 0.30 2.31

Values from the calculation:
LUMO level (spin up / spin down)   3.83 / 1.34 eV
Charge   -1
Energy relative to the best compared isomer or geometry (same formula, charge and spin)   5.362 eV
Spin multiplicity   2
Highest occupied orbital energy (spin up / spin down)   -3.1 / -3.1 eV
Energy   -9937.43553 eV
Expectation value of S²   0.754
Gap between HOMO and LUMO (spin up / spin down)   0.255 / 0.163 hartree

=====

No. 2
DFT (the ωB97M-V functional and the def2-TZVPD basis) results for a 3-piece molecular cluster, C4H13NO2 overall.

Each line ends with the Mulliken charge.
Element x y z (Å)
O: -1.980 3.302 0.164  -0.62
O: 2.841 0.688 0.678  -0.62
N: -0.164 -0.624 -0.989  -0.30
C: 0.388 -1.537 0.069  -0.45
C: -1.199 -0.279 1.653  -0.68
C: -0.230 -1.276 1.516  -0.36
C: 0.262 -0.921 -2.375  -0.79
H: -2.038 0.030 0.872  0.28
H: -2.419 3.732 0.950  0.32
H: 1.338 -1.303 -2.428  0.26
H: 2.943 1.616 0.810  0.30
H: -1.501 -0.162 2.726  0.28
H: -1.555 4.037 -0.300  0.31
H: 0.110 -2.063 2.211  0.34
H: 0.026 0.324 -0.715  0.24
H: -0.078 -2.610 -0.251  0.33
H: 2.011 0.661 1.252  0.31
H: 0.029 -0.124 -3.138  0.31
H: 1.503 -1.525 -0.011  0.34
H: -0.286 -1.964 -2.695  0.22

Cartesian forces (eV/Å) of the 3 atoms listed first:
-0.57 0.89 1.17
-2.31 -0.47 1.49
0.11 -0.53 0.28

Values from the calculation:
LUMO level   0.58 eV
SMILES   C=CCNC.O.O
Energy relative to the best compared isomer or geometry (same formula, charge and spin)   3.306 eV
Highest occupied orbital energy   -8.4 eV
Energy   -9940.89089 eV
Gap between HOMO and LUMO   0.330 hartree

=====

No. 3
DFT (the ωB97M-V functional and the def2-TZVPD basis) results for a 3-piece molecular cluster, C4H13NO2 overall.

Each line ends with the Mulliken charge.
Element x y z (Å)
O: 1.892 4.663 3.157  -0.61
O: 0.986 1.072 1.877  -0.66
N: -1.210 -0.625 0.249  -0.30
C: 0.320 -1.207 -1.487  0.15
C: -0.733 -0.497 -1.059  -0.52
C: -2.345 -1.601 0.323  -1.07
C: 0.854 -1.104 -2.897  -1.07
H: 1.366 3.968 3.593  0.31
H: 0.859 -2.081 -3.399  0.28
H: 1.038 -1.617 -0.773  0.34
H: -3.048 -1.687 -0.519  0.33
H: 0.514 1.029 1.030  0.34
H: -1.959 -2.616 0.484  0.31
H: -0.948 -0.828 1.187  0.27
H: 2.564 4.406 3.814  0.30
H: 0.260 -0.468 -3.552  0.33
H: -1.189 0.077 -1.867  0.32
H: 1.907 1.094 1.607  0.32
H: 1.889 -0.754 -2.876  0.26
H: -3.018 -1.225 1.108  0.37

Cartesian forces (eV/Å) of the 3 atoms listed first:
0.27 -1.51 1.79
-0.14 -0.08 -0.41
-4.46 -0.30 -0.60

Values from the calculation:
LUMO level   0.84 eV
SMILES   C/C=C/NC.O.O
Energy relative to the best compared isomer or geometry (same formula, charge and spin)   2.800 eV
Highest occupied orbital energy   -8.5 eV
Energy   -9941.39628 eV
Gap between HOMO and LUMO   0.343 hartree

=====

- Among the records above, which one has the lowest energy relative to the best compared isomer or geometry (same formula, charge and spin)?
  number 3